[1]
An isolated molecule of C3H2ClNO2. Source: the OMol25 dataset; level of theory: ωB97M-V with the def2-TZVPD basis set.

Values from the calculation:
HOMO energy in eV: -9.007
Multiplicity: 1
HOMO-LUMO gap in eV: 9.62
SMILES string: O=c1[nH]c(Cl)co1

Last column: Löwdin charge in e.
CARTESIAN COORDINATES (ANGSTROEM)
C1 -0.956 0.024 -0.001  -0.732
C2 -0.348 1.210 -0.002  -0.090
C3 1.283 -0.348 -0.002  -0.534
H1 -0.718 2.231 0.009  0.133
H2 -0.083 -1.955 0.010  0.167
N1 0.040 -0.949 -0.005  0.127
O1 1.027 1.002 -0.005  0.081
O2 2.366 -0.842 -0.002  0.127
Cl1 -2.611 -0.374 -0.003  0.722

=====

[2]
An isolated molecule of C3H2ClNOS. Source: the OMol25 dataset; level of theory: ωB97M-V with the def2-TZVPD basis set.

Values from the calculation:
HOMO energy in eV: -8.899
Multiplicity: 1
HOMO-LUMO gap in eV: 8.72
SMILES string: S=c1cc(Cl)[nH]o1

Last column: Löwdin charge in e.
CARTESIAN COORDINATES (ANGSTROEM)
C1 0.956 -0.172 -0.104  -0.715
C2 -0.163 -1.016 -0.179  -0.034
C3 -1.316 -0.057 0.010  -0.913
H1 -0.146 -2.128 -0.382  0.133
H2 0.919 1.755 0.800  0.231
N1 0.636 1.147 -0.130  -0.051
O1 -0.727 1.172 -0.160  -0.103
S1 -2.847 -0.345 0.079  0.765
Cl1 2.686 -0.356 0.066  0.687

=====

[3]
A structure of composition C3H2CrLiO3. Source: the OMol25 dataset; level of theory: ωB97M-V with the def2-TZVPD basis set.

Values from the calculation:
HOMO energy (spin up / spin down) in eV: -7.002 / -7.004
Multiplicity: 6
HOMO-LUMO gap (spin up / spin down) in eV: 6.33 / 6.22

Last column: Löwdin charge in e.
CARTESIAN COORDINATES (ANGSTROEM)
O1 -2.307 1.226 -1.079  -0.137
O2 0.001 0.130 -0.299  -0.200
C1 1.223 -0.312 0.001  -0.585
C2 -1.128 -0.776 -0.269  -0.179
O3 1.398 -1.521 0.238  -0.198
C3 -2.310 -0.028 -0.511  -0.420
Cr1 2.622 1.224 -0.078  0.714
H1 -2.448 1.209 0.173  0.242
H2 -3.211 -0.619 -0.776  0.088
Li1 -0.225 -2.532 0.212  0.675

=====

[4]
A structure of composition C3H2CsLiO2. Source: the OMol25 dataset; level of theory: ωB97M-V with the def2-TZVPD basis set.

Values from the calculation:
HOMO energy in eV: -5.356
Multiplicity: 1
HOMO-LUMO gap in eV: 4.47

Last column: Löwdin charge in e.
CARTESIAN COORDINATES (ANGSTROEM)
O1 -1.373 0.628 0.352  -0.254
C1 -2.414 -0.047 -0.162  -0.500
C2 -0.792 0.277 1.647  -0.311
O2 -2.701 0.260 -1.354  -0.271
C3 -1.602 0.556 2.681  -0.169
Li1 -4.327 -0.751 -0.832  0.698
H1 -1.191 0.517 3.694  -0.001
H2 -2.636 0.911 2.567  0.022
Cs1 2.591 -0.338 -0.025  0.786

=====

[5]
A structure of composition C3H2CuFO2. Source: the OMol25 dataset; level of theory: ωB97M-V with the def2-TZVPD basis set.

Values from the calculation:
HOMO energy (spin up / spin down) in eV: -6.469 / -6.469
Multiplicity: 1
HOMO-LUMO gap (spin up / spin down) in eV: 3.61 / 3.60

Last column: Löwdin charge in e.
CARTESIAN COORDINATES (ANGSTROEM)
F1 1.217 1.545 0.446  -0.093
O1 -0.617 -1.040 0.108  -0.101
O2 -1.432 1.064 0.082  0.003
C1 0.919 -1.120 0.348  -0.104
C2 1.020 0.249 -0.247  -0.239
C3 -0.472 0.348 -0.186  -0.412
H1 1.248 -1.865 -0.399  0.040
H2 1.482 0.379 -1.234  0.146
Cu1 -3.364 0.440 1.082  0.760

=====

[6]
A structure of composition C3H2CuLiO3. Source: the OMol25 dataset; level of theory: ωB97M-V with the def2-TZVPD basis set.

Values from the calculation:
HOMO energy (spin up / spin down) in eV: -13.373 / -13.559
Multiplicity: 2
Total charge: +1
HOMO-LUMO gap (spin up / spin down) in eV: 8.64 / 8.24

Last column: Löwdin charge in e.
CARTESIAN COORDINATES (ANGSTROEM)
O1 -0.195 1.654 -0.998  -0.085
O2 0.769 -0.764 0.526  -0.042
C1 -0.098 -0.754 1.538  -0.480
C2 0.463 -0.478 -0.823  -0.021
O3 -1.194 -0.203 1.434  -0.097
C3 -0.263 0.444 -1.507  -0.176
Cu1 0.727 -1.484 3.126  0.727
H1 -0.312 0.311 -2.601  0.157
H2 1.553 -0.163 -1.218  0.222
Li1 -1.451 1.436 0.522  0.795

=====

Values for electronic energy, eV, ordered as above
-21250.7651, -30035.6027, -37905.8456, -7986.8841, -54588.9337, -54120.4359
Values for max |F|, eV/Å, ordered as above
0.8, 4.9, 5.4, 1.7, 6.9, 6.7